[1]
{
  "formula": "C7H13N",
  "method": "ωB97M-V with the def2-TZVPD basis set",
  "energy_ev": -8957.6786,
  "smiles": "C=C(C)C.C#N.C=C",
  "orbital_gap_ha": 0.369,
  "e_above_lowest_kj_mol": 217.5,
  "e_lumo_ev": 1.01,
  "elements": ["C", "C", "C", "C", "H", "H", "H", "H", "H", "H", "H", "H", "C", "N", "H", "C", "C", "H", "H", "H", "H"],
  "xyz": [[-0.896, 0.908, 1.509], [-0.454, 1.398, 0.360], [0.907, 2.011, 0.217], [-1.276, 1.391, -0.893], [-1.875, 0.478, 1.598], [-0.299, 0.923, 2.398], [0.821, 3.041, -0.118], [1.446, 1.999, 1.162], [1.486, 1.473, -0.529], [-1.391, 2.413, -1.278], [-2.266, 0.973, -0.714], [-0.779, 0.813, -1.663], [0.547, -2.489, 2.010], [-0.255, -1.858, 2.515], [1.288, -3.080, 1.540], [1.078, -1.452, -1.212], [-0.077, -2.018, -1.495], [1.901, -1.443, -1.912], [1.249, -0.965, -0.262], [-0.261, -2.499, -2.441], [-0.894, -2.018, -0.791]]
}

[2]
{
  "formula": "C7H13N",
  "method": "ωB97M-V with the def2-TZVPD basis set",
  "energy_ev": -8955.2480,
  "orbital_gap_ha": 0.199,
  "e_above_lowest_kj_mol": 452.0,
  "e_lumo_ev": -1.42,
  "elements": ["C", "C", "C", "C", "C", "C", "C", "N", "H", "H", "H", "H", "H", "H", "H", "H", "H", "H", "H", "H", "H"],
  "xyz": [[-1.689, -0.196, -1.395], [-0.540, -1.094, -0.641], [0.521, -0.288, -0.114], [0.255, 0.783, 0.859], [-0.723, 0.388, 1.973], [2.955, 0.109, -0.220], [1.853, -0.572, -0.545], [-2.579, 0.466, -0.600], [-2.188, -0.983, -1.956], [-2.504, 1.451, -0.812], [-0.099, -1.709, -1.449], [-0.994, -1.738, 0.132], [-0.275, 1.568, 0.291], [-0.426, -0.529, 2.486], [1.170, 1.144, 1.311], [-0.714, 1.179, 2.708], [2.916, 1.066, 0.291], [3.909, -0.336, -0.441], [1.981, -1.380, -1.248], [-1.168, 0.448, -2.093], [-1.662, 0.222, 1.464]]
}

[3]
{
  "formula": "C7H13N",
  "method": "ωB97M-V with the def2-TZVPD basis set",
  "energy_ev": -8955.4528,
  "orbital_gap_ha": 0.267,
  "e_above_lowest_kj_mol": 432.3,
  "e_lumo_ev": 0.02,
  "elements": ["C", "C", "N", "C", "C", "C", "C", "C", "H", "H", "H", "H", "H", "H", "H", "H", "H", "H", "H", "H", "H"],
  "xyz": [[-1.572, -0.732, 2.241], [-0.525, -1.162, 1.214], [1.179, 0.726, 2.353], [0.830, 0.878, 0.985], [-0.038, -0.011, 0.386], [-0.105, -0.104, -1.050], [0.568, 0.537, -2.017], [0.286, 0.328, -3.477], [-2.449, -0.314, 1.757], [-1.128, -0.014, 2.932], [-1.910, -1.577, 2.837], [-0.973, -1.883, 0.532], [0.304, -1.651, 1.732], [1.887, 1.434, 2.566], [1.856, 0.311, 1.248], [0.789, 1.878, 0.559], [-0.754, -0.884, -1.460], [1.159, 1.395, -1.739], [0.669, -0.607, -3.861], [0.707, 1.160, -4.033], [-0.779, 0.291, -3.704]]
}

[4]
{
  "formula": "C7H13N",
  "method": "ωB97M-V with the def2-TZVPD basis set",
  "energy_ev": -8951.6039,
  "multiplicity": 3,
  "orbital_gap_ha": [0.236, 0.316],
  "e_above_lowest_kj_mol": 308.5,
  "e_lumo_ev": [1.02, -0.98],
  "s2": 2.014,
  "elements": ["C", "C", "C", "C", "C", "C", "C", "N", "H", "H", "H", "H", "H", "H", "H", "H", "H", "H", "H", "H", "H"],
  "xyz": [[0.904, -2.094, -0.142], [0.790, -0.661, -0.322], [2.083, 1.000, 0.984], [-1.909, 0.524, -1.374], [-1.834, -0.493, 0.973], [1.822, 0.399, -0.388], [-1.166, 0.460, -0.031], [0.683, -1.813, -1.350], [0.973, -2.871, 0.469], [2.655, 0.530, 1.735], [1.049, 1.106, 1.313], [2.470, 1.933, 1.041], [-1.752, -0.383, -1.787], [-1.336, 1.136, -2.019], [-2.934, 0.939, -1.291], [-1.690, -0.064, 1.985], [-1.418, -1.463, 0.895], [-2.953, -0.628, 0.745], [2.742, 0.023, -0.885], [1.470, 1.099, -1.057], [-0.650, 1.319, 0.505]]
}

[5]
{
  "formula": "C7H13N2",
  "method": "ωB97M-V with the def2-TZVPD basis set",
  "energy_ev": -10436.8795,
  "orbital_gap_ha": 0.394,
  "total_charge": 1,
  "e_above_lowest_kj_mol": 706.1,
  "e_lumo_ev": -2.57,
  "elements": ["C", "C", "C", "C", "C", "C", "C", "N", "N", "H", "H", "H", "H", "H", "H", "H", "H", "H", "H", "H", "H", "H"],
  "xyz": [[-0.170, -0.007, 0.196], [-1.301, 0.616, 0.337], [2.021, -0.351, 0.263], [-2.559, 1.355, 0.724], [2.063, -1.661, 0.899], [2.406, 1.938, -0.513], [-1.640, -1.366, -1.334], [2.538, 0.637, -0.137], [-1.456, -0.816, 0.066], [-2.223, 2.196, 1.238], [-3.060, 0.736, 1.325], [-3.241, 1.709, -0.164], [1.473, -2.466, 0.579], [3.142, -2.001, 0.750], [1.684, -1.550, 2.023], [1.291, 2.092, -0.468], [3.019, 2.248, -1.296], [2.985, 2.642, 0.171], [-1.488, -0.678, -2.125], [-1.015, -2.131, -1.561], [-2.594, -1.619, -1.600], [-1.877, -1.520, 0.626]]
}

[6]
{
  "formula": "C7H13N2",
  "method": "ωB97M-V with the def2-TZVPD basis set",
  "energy_ev": -10439.4416,
  "orbital_gap_ha": 0.267,
  "total_charge": 1,
  "e_above_lowest_kj_mol": 458.9,
  "e_lumo_ev": -4.34,
  "elements": ["C", "C", "C", "C", "C", "C", "C", "N", "N", "H", "H", "H", "H", "H", "H", "H", "H", "H", "H", "H", "H", "H"],
  "xyz": [[-3.129, 0.700, 0.315], [-2.922, 0.027, -0.915], [-1.990, 0.423, 1.081], [-1.692, -0.632, -0.805], [2.798, 0.895, -0.074], [1.250, 0.816, -0.078], [0.790, -0.425, 0.610], [-1.188, -0.401, 0.386], [1.072, -1.696, -0.066], [-3.879, 1.556, 0.427], [-3.471, 0.302, -1.879], [-1.855, 0.437, 2.147], [-1.284, -1.346, -1.595], [2.967, 0.585, 0.968], [3.375, 0.371, -0.763], [3.083, 2.020, -0.138], [0.761, 1.049, -1.092], [0.904, 1.704, 0.394], [0.942, -0.490, 1.631], [0.393, -1.862, -0.763], [1.099, -2.453, 0.637], [1.975, -1.582, -0.426]]
}

[7]
{
  "formula": "C7H13N2",
  "method": "ωB97M-V with the def2-TZVPD basis set",
  "energy_ev": -10440.9847,
  "orbital_gap_ha": 0.394,
  "total_charge": 1,
  "e_above_lowest_kj_mol": 310.0,
  "e_lumo_ev": -2.98,
  "elements": ["C", "C", "C", "C", "C", "C", "C", "N", "N", "H", "H", "H", "H", "H", "H", "H", "H", "H", "H", "H", "H", "H"],
  "xyz": [[1.008, -0.844, 0.239], [1.079, 0.458, 0.260], [-1.006, -0.877, -0.327], [-0.130, 1.247, -0.213], [1.887, -1.982, 0.585], [2.074, 1.408, 0.778], [-2.594, 0.907, -0.742], [-1.267, 0.350, -0.376], [-1.866, -1.899, -0.576], [-0.452, 1.978, 0.532], [0.143, 1.732, -1.145], [2.659, -1.611, 1.267], [2.497, -2.381, -0.234], [1.280, -2.753, 1.187], [1.554, 2.397, 0.707], [3.062, 1.373, 0.311], [2.288, 1.368, 1.851], [-2.539, 1.876, -0.366], [-2.722, 0.819, -1.800], [-3.221, 0.070, -0.220], [-1.615, -2.792, -0.165], [-2.902, -1.889, -0.436]]
}

[8]
{
  "formula": "C7H13N2",
  "method": "ωB97M-V with the def2-TZVPD basis set",
  "energy_ev": -10442.6310,
  "orbital_gap_ha": 0.312,
  "total_charge": 1,
  "e_above_lowest_kj_mol": 151.2,
  "e_lumo_ev": -3.00,
  "elements": ["C", "C", "C", "C", "C", "C", "C", "N", "N", "H", "H", "H", "H", "H", "H", "H", "H", "H", "H", "H", "H", "H"],
  "xyz": [[-1.130, -0.511, -1.352], [-0.295, -1.504, -0.706], [-1.753, 0.449, -0.607], [-0.186, -1.489, 0.697], [-1.638, 0.483, 0.761], [-0.958, -0.626, 1.441], [1.544, 1.597, -1.263], [-1.230, -0.852, 2.746], [1.741, 0.211, -1.787], [-1.393, -0.554, -2.438], [0.183, -2.296, -1.208], [-2.374, 1.191, -1.133], [0.401, -2.311, 1.172], [1.073, -0.474, -1.258], [-2.174, 1.214, 1.257], [1.862, 1.716, -0.169], [1.897, 2.451, -1.816], [0.461, 1.722, -1.250], [-1.309, -1.584, 3.428], [-1.804, -0.125, 3.175], [2.705, -0.126, -1.760], [1.314, 0.085, -2.700]]
}

[9]
{
  "formula": "C7H13N2",
  "method": "ωB97M-V with the def2-TZVPD basis set",
  "energy_ev": -10436.8756,
  "multiplicity": 3,
  "orbital_gap_ha": [0.223, 0.180],
  "total_charge": 1,
  "e_above_lowest_kj_mol": 249.5,
  "e_lumo_ev": [-3.27, -8.82],
  "s2": 2.009,
  "elements": ["C", "C", "C", "C", "C", "C", "C", "N", "N", "H", "H", "H", "H", "H", "H", "H", "H", "H", "H", "H", "H", "H"],
  "xyz": [[1.197, 0.067, 1.803], [2.489, -0.664, 1.924], [-1.890, -0.503, -1.577], [-1.952, 1.003, -1.800], [-1.724, -0.451, -0.033], [-0.770, 1.551, -0.924], [-0.601, 0.477, 0.090], [0.360, 0.233, 0.857], [3.218, -0.968, 0.613], [0.930, 0.656, 2.722], [3.114, -0.067, 2.557], [2.466, -1.596, 2.444], [-2.754, -1.031, -1.829], [-1.071, -0.890, -2.073], [-1.773, 1.082, -2.835], [-2.969, 1.545, -1.691], [-2.605, 0.039, 0.342], [-1.702, -1.439, 0.518], [0.116, 1.398, -1.611], [-0.961, 2.551, -0.519], [4.147, -1.189, 0.833], [2.736, -1.804, 0.189]]
}

[10]
{
  "formula": "C7H13N2O",
  "method": "ωB97M-V with the def2-TZVPD basis set",
  "energy_ev": -12489.5687,
  "smiles": "CC(C)(CO)c1[nH]cc[nH+]1",
  "orbital_gap_ha": 0.412,
  "total_charge": 1,
  "e_above_lowest_kj_mol": 238.2,
  "e_lumo_ev": -2.71,
  "elements": ["C", "C", "C", "C", "O", "C", "N", "C", "C", "N", "H", "H", "H", "H", "H", "H", "H", "H", "H", "H", "H", "H", "H"],
  "xyz": [[-0.015, -0.012, 2.008], [0.247, -0.766, 0.665], [-0.408, -2.137, 0.401], [1.719, -0.612, 0.381], [2.143, 0.708, 0.382], [-0.382, 0.280, -0.605], [0.260, 1.274, -1.238], [-0.608, 1.956, -2.059], [-1.836, 1.402, -1.854], [-1.632, 0.345, -1.019], [-1.126, 0.160, 2.081], [0.441, -0.600, 2.716], [0.431, 0.932, 2.217], [0.124, -2.786, 1.164], [-0.095, -2.339, -0.711], [-1.382, -2.219, 0.540], [2.481, -1.197, 1.046], [1.878, -1.202, -0.555], [1.708, 1.197, 1.086], [1.260, 1.275, -1.049], [-0.292, 2.804, -2.732], [-2.667, 1.816, -2.353], [-2.250, -0.278, -0.512]]
}

[11]
{
  "formula": "C7H13N2O",
  "method": "ωB97M-V with the def2-TZVPD basis set",
  "energy_ev": -12485.3446,
  "multiplicity": 3,
  "orbital_gap_ha": [0.208, 0.298],
  "total_charge": 1,
  "e_above_lowest_kj_mol": 35.4,
  "e_lumo_ev": [-4.36, -6.36],
  "s2": 2.005,
  "elements": ["C", "C", "C", "C", "C", "C", "C", "N", "N", "O", "H", "H", "H", "H", "H", "H", "H", "H", "H", "H", "H", "H", "H"],
  "xyz": [[1.998, 0.465, 1.352], [-1.956, 1.128, -0.660], [-2.377, -0.250, -0.265], [-0.463, 0.979, -0.894], [-1.286, -0.672, 0.681], [1.977, -0.842, -0.590], [-0.035, 0.090, 0.319], [0.675, 0.611, 1.331], [2.714, -0.362, 0.488], [2.322, -2.150, -0.904], [2.600, 0.985, 2.154], [-2.434, 1.515, -1.549], [-2.262, 1.864, 0.134], [-3.354, -0.375, 0.053], [-2.250, -0.897, -1.092], [-0.312, 0.533, -1.883], [0.037, 1.991, -0.985], [-1.570, -0.086, 1.583], [-1.113, -1.640, 1.016], [1.763, -0.107, -1.519], [0.091, 0.953, 2.155], [3.127, -1.194, 0.859], [2.108, -2.538, -1.783]]
}

[12]
{
  "formula": "C7H13N2OS",
  "method": "ωB97M-V with the def2-TZVPD basis set",
  "energy_ev": -23324.5555,
  "orbital_gap_ha": 0.328,
  "total_charge": 1,
  "e_above_lowest_kj_mol": 181.1,
  "e_lumo_ev": -3.75,
  "elements": ["C", "C", "C", "C", "C", "C", "C", "N", "N", "O", "S", "H", "H", "H", "H", "H", "H", "H", "H", "H", "H", "H", "H", "H"],
  "xyz": [[-3.105, 0.742, -0.597], [-3.591, -0.416, -0.105], [-1.689, 0.837, -0.531], [0.768, 0.650, 1.891], [2.397, 0.434, -0.734], [1.387, -1.810, -0.854], [0.968, -0.489, 0.994], [-1.096, -0.244, -0.072], [1.765, -0.656, -0.055], [-1.067, 1.982, -0.851], [-2.247, -1.288, 0.398], [-3.753, 1.662, -0.752], [-4.545, -0.916, -0.167], [-0.369, 0.771, 1.999], [1.201, 1.571, 1.684], [1.186, 0.562, 2.862], [3.399, 0.065, -1.013], [1.862, 0.833, -1.648], [2.543, 1.229, -0.013], [0.299, -1.830, -1.024], [1.922, -1.774, -1.899], [1.581, -2.672, -0.268], [0.396, -1.409, 1.310], [-0.212, 2.166, -0.554]]
}